C4H3N3O2 in the gas phase in a non-equilibrium geometry. Source: OMol25; level of theory: ωB97M-V/def2-TZVPD.

The geometry in XYZ format:
```
12
Properties=species:S:1:pos:R:3:forces:R:3
O 1.986 1.076 0.926 -2.605 -1.816 -3.665
C 1.116 0.553 0.157 -1.569 3.004 4.377
C -0.232 1.335 -0.369 7.474 0.240 0.769
N -1.377 0.958 -0.331 -3.735 -0.294 0.599
C -1.988 -0.068 0.288 -2.393 -4.559 -0.822
N -1.610 -1.361 0.548 1.739 4.952 -0.596
N -0.294 -1.538 0.277 3.708 -0.493 -0.781
C 0.842 -0.885 0.035 -2.406 -2.198 -0.079
O 1.938 -1.563 -0.422 1.112 3.324 -0.227
H 0.127 2.281 -0.722 -0.539 0.741 -0.842
H -3.098 -0.069 0.195 0.779 0.606 0.718
H 2.591 -0.718 -0.583 -1.564 -3.507 0.550
```
Forces are in eV/Å.

Orbital gap = 0.312 Ha
E_HOMO = -9.68 eV
SMILES = O=c1cncnnc1O
Energy relative to the best compared isomer or geometry (same formula, charge and spin) = 402.2 kJ/mol

How positive or negative is each atom? The Mulliken charges in e answer that: -0.51 0.24 0.01 -0.40 0.03 -0.51 -0.14 0.67 -0.46 0.37 0.31 0.40


A molecular structure, C3H2F2O in a non-equilibrium geometry. Source: OMol25; level of theory: ωB97M-V/def2-TZVPD.

The geometry in XYZ format:
```
8
Properties=species:S:1:pos:R:3:forces:R:3
C 1.462 -0.283 -1.017 0.162 -0.379 -1.383
C 0.329 -0.432 -0.683 -1.745 0.274 1.113
C -0.758 -0.383 0.275 0.222 4.349 2.818
O -0.920 1.418 0.776 -0.823 -4.551 -1.508
F -2.009 -0.631 0.043 0.385 -0.459 -0.691
F -0.350 -0.988 1.403 -0.623 0.142 -0.557
H 2.253 -0.306 -1.705 1.024 0.207 -0.027
H -0.008 1.606 0.907 1.399 0.416 0.235
```
Forces are in eV/Å.

Orbital gap = 0.392 Ha
E_HOMO = -10.77 eV
Energy relative to the best compared isomer or geometry (same formula, charge and spin) = 322.0 kJ/mol

How positive or negative is each atom? The Mulliken charges in e answer that: 0.06 -0.53 0.74 -0.58 -0.19 -0.18 0.39 0.29


2 unconnected molecules or ions with the total composition H2INS in a non-equilibrium geometry. Source: OMol25; level of theory: ωB97M-V/def2-TZVPD.

The geometry in XYZ format:
```
5
Properties=species:S:1:pos:R:3:forces:R:3
N 0.544 -0.613 -0.108 -0.335 -1.163 -0.039
S 1.584 0.410 0.079 1.138 1.167 -0.818
I -2.191 0.135 0.021 -0.810 0.615 -0.514
H -1.936 -0.810 1.250 0.157 -0.425 0.523
H 2.000 0.878 -1.242 -0.150 -0.194 0.848
```
Forces are in eV/Å.

Orbital gap = 0.307 Ha
E_HOMO = -9.19 eV
Energy relative to the best compared isomer or geometry (same formula, charge and spin) = 298.9 kJ/mol

How positive or negative is each atom? The Mulliken charges in e answer that: -0.27 0.10 -0.08 0.12 0.13


2 unconnected molecules or ions with the total composition C5H9NO in a non-equilibrium geometry. Source: OMol25; level of theory: ωB97M-V/def2-TZVPD.

The geometry in XYZ format:
```
16
Properties=species:S:1:pos:R:3:forces:R:3
C 1.666 -0.974 0.955 0.234 0.677 -0.653
C 0.249 -0.503 1.025 -1.495 -3.001 2.015
O -0.283 0.173 1.836 0.353 -0.169 -1.338
C -0.732 -1.888 0.303 0.998 1.356 1.485
N -1.296 -2.877 0.123 0.006 0.095 -0.214
H 2.317 -0.156 1.268 0.036 -0.060 -0.063
H 1.904 -1.300 -0.055 0.072 0.003 0.053
H 1.796 -1.814 1.639 -0.312 0.057 -0.012
C -0.027 0.831 -0.969 -0.924 -1.745 -0.796
C -1.343 1.558 -0.765 0.089 0.103 -0.081
H 0.218 0.670 -2.021 0.005 0.413 -0.169
H 0.806 1.363 -0.512 0.075 -0.471 0.262
H -0.251 -0.304 -0.698 1.009 2.615 -0.492
H -1.578 1.621 0.297 -0.039 0.055 -0.005
H -1.289 2.571 -1.166 -0.083 0.018 0.032
H -2.156 1.029 -1.260 -0.023 0.053 -0.023
```
Forces are in eV/Å.

Orbital gap = 0.415 Ha
E_HOMO = -10.94 eV
SMILES = CC(=O)C#N.CC
Energy relative to the best compared isomer or geometry (same formula, charge and spin) = 332.1 kJ/mol

How positive or negative is each atom? The Mulliken charges in e answer that: -1.02 0.50 -0.44 0.25 -0.48 0.35 0.32 0.38 -0.37 -1.01 0.41 0.32 -0.12 0.28 0.35 0.30


C21H21N3O3S2 in the gas phase in a non-equilibrium geometry. Source: OMol25; level of theory: ωB97M-V/def2-TZVPD.

The geometry in XYZ format:
```
50
Properties=species:S:1:pos:R:3:forces:R:3
C 3.196 -2.443 -5.353 0.189 0.129 0.107
C 3.798 -1.662 -4.192 -0.298 -0.098 0.046
C 2.802 -1.507 -3.047 0.315 0.102 0.026
C 3.414 -0.722 -1.887 0.238 -0.255 -0.464
N 2.469 -0.549 -0.800 -0.083 0.011 0.247
C 1.569 0.463 -0.801 -0.452 0.411 0.262
S 1.602 1.584 -2.151 0.127 0.261 -0.333
C 0.415 2.861 -1.624 0.116 -0.212 -0.090
C -1.023 2.542 -2.032 0.394 -0.133 0.325
O -1.605 3.173 -2.886 -0.161 0.334 -0.388
N -1.547 1.513 -1.347 -0.241 -0.343 0.200
C -2.893 1.022 -1.564 0.038 -0.087 0.029
C -3.628 0.886 -0.273 -0.312 0.824 -0.177
C -4.382 1.768 0.444 0.355 -0.347 -0.427
C -4.808 1.075 1.603 0.117 -0.546 0.093
C -4.276 -0.173 1.507 -0.555 0.425 0.526
O -3.559 -0.297 0.379 0.260 -0.281 -0.304
N 0.682 0.666 0.125 0.038 0.212 -0.004
C 0.653 -0.202 1.165 0.902 -0.849 -0.141
C 1.518 -1.277 1.243 -0.487 0.263 0.306
S 1.259 -2.262 2.649 -0.034 0.104 -0.066
C -0.037 -1.206 3.159 0.203 0.087 -0.380
C -0.807 -1.343 4.305 -0.059 -0.030 0.083
C -1.784 -0.402 4.558 0.077 -0.106 0.046
C -1.998 0.667 3.687 0.015 0.148 -0.039
C -1.243 0.806 2.545 0.081 -0.011 -0.001
C -0.253 -0.136 2.269 -0.127 -0.237 0.459
C 2.503 -1.525 0.230 -0.182 0.181 0.050
O 3.305 -2.431 0.190 0.120 -0.248 0.054
H 2.317 -1.933 -5.741 -0.108 0.012 -0.078
H 2.900 -3.439 -5.029 -0.055 -0.119 -0.012
H 3.918 -2.545 -6.159 0.006 -0.058 -0.129
H 4.688 -2.178 -3.827 0.092 0.056 0.015
H 4.103 -0.672 -4.538 0.104 0.040 0.009
H 1.911 -0.988 -3.407 -0.066 -0.053 0.004
H 2.503 -2.493 -2.685 -0.066 -0.005 0.029
H 4.263 -1.276 -1.477 -0.095 0.194 -0.074
H 3.746 0.263 -2.224 0.059 -0.090 0.087
H 0.510 2.962 -0.544 -0.007 0.087 -0.025
H 0.734 3.770 -2.132 -0.048 -0.076 0.032
H -0.969 1.062 -0.641 -0.004 0.207 -0.173
H -3.392 1.739 -2.220 -0.003 -0.179 0.093
H -2.853 0.042 -2.056 -0.111 0.144 -0.038
H -4.610 2.779 0.174 -0.019 0.220 -0.141
H -5.426 1.454 2.390 -0.135 0.005 0.214
H -4.331 -1.028 2.150 0.065 -0.170 0.025
H -0.636 -2.167 4.979 -0.019 -0.081 0.117
H -2.392 -0.492 5.446 -0.046 -0.017 0.093
H -2.766 1.390 3.913 -0.062 0.054 -0.003
H -1.400 1.630 1.865 -0.077 0.118 -0.089
```
Forces are in eV/Å.

Orbital gap = 0.302 Ha
E_HOMO = -8.22 eV
SMILES = CCCCn1c(SCC(=O)NCc2ccco2)nc2c(sc3ccccc32)c1=O
Energy relative to the best compared isomer or geometry (same formula, charge and spin) = 0.0 kJ/mol

How positive or negative is each atom? The Mulliken charges in e answer that: -1.30 -0.37 -0.10 -1.95 0.16 0.52 -0.11 -0.69 0.73 -0.69 0.26 -0.91 0.42 -0.52 -0.46 -0.51 -0.35 -0.31 -0.30 0.18 -0.36 -0.06 -0.31 -0.58 -0.75 -0.13 0.36 0.76 -0.70 0.33 0.33 0.39 0.30 0.31 0.37 0.30 0.53 0.47 0.33 0.40 -0.04 0.50 0.28 0.53 0.51 0.53 0.44 0.41 0.40 0.49